Entry 1:
# CH5S

2 unconnected molecules or ions with the total composition CH5S at a distorted geometry (the ωB97M-V functional and the def2-TZVPD basis, the OMol25 dataset).

Output
Electronic energy in eV: -11953.9210
Gap between HOMO and LUMO in eV: 7.0
Energy relative to the best compared isomer or geometry (same formula, charge and spin) in eV: 0.000
E_LUMO in Ha: 0.169
Net charge: -1

Last column: Löwdin charge in e.
CARTESIAN COORDINATES (ANGSTROEM)
C (1.0943, -1.4711, 0.4880)  -0.22
H (0.0841, -1.7567, 0.1789)  -0.04
H (1.7044, -2.3469, 0.7738)  0.00
H (0.9420, -0.7817, 1.3291)  -0.03
H (1.5084, -0.8656, -0.3486)  -0.03
S (-0.5980, 0.7910, -0.2628)  -0.21
H (-1.2376, 1.9211, -0.6557)  -0.47


Entry 2:
# CH5S2

A molecular structure, CH5S2 (the ωB97M-V functional and the def2-TZVPD basis, the OMol25 dataset).

Output
Electronic energy in eV: -22789.3622
Gap between HOMO and LUMO in eV: 7.0
Energy relative to the best compared isomer or geometry (same formula, charge and spin) in eV: 0.247
E_LUMO in Ha: 0.145
Net charge: -1

Last column: Löwdin charge in e.
CARTESIAN COORDINATES (ANGSTROEM)
S (-1.8235, 0.8980, -0.7072)  0.12
H (-3.0071, 0.3428, -0.9573)  -0.34
H (-0.9434, -0.3754, -0.2958)  -0.33
C (1.2509, -0.0707, 0.3813)  -0.66
S (0.0907, -1.4629, 0.4810)  0.22
H (2.1780, -0.3039, 0.9526)  0.00
H (1.5034, 0.1650, -0.6573)  0.00
H (0.7510, 0.8071, 0.8027)  -0.02


Entry 3:
# CH6BN

A single CH6BN molecule at a distorted geometry (the ωB97M-V functional and the def2-TZVPD basis, the OMol25 dataset).

Output
Electronic energy in eV: -3301.3411
Gap between HOMO and LUMO in eV: 10.9
Energy relative to the best compared isomer or geometry (same formula, charge and spin) in eV: 0.608
E_LUMO in Ha: 0.028
Net charge: 0
SMILES: CBN

Last column: Löwdin charge in e.
CARTESIAN COORDINATES (ANGSTROEM)
C (-0.5431, -0.8293, -0.6645)  -0.08
B (0.1874, 0.4711, -0.2602)  -0.44
N (0.4314, 0.8170, 1.0509)  0.12
H (-1.2820, -0.8059, 0.0826)  0.03
H (0.1820, -1.7031, -0.4461)  0.09
H (-1.0184, -0.9712, -1.6305)  0.05
H (0.4667, 1.3557, -1.1426)  0.08
H (1.2862, 1.3819, 1.1424)  0.09
H (0.2896, 0.2838, 1.8679)  0.06


Entry 4:
# CH6BN

A single CH6BN molecule at a distorted geometry (the ωB97M-V functional and the def2-TZVPD basis, the OMol25 dataset).

Output
Electronic energy in eV: -3301.0242
Gap between HOMO and LUMO in eV: 11.2
Energy relative to the best compared isomer or geometry (same formula, charge and spin) in eV: 0.925
E_LUMO in Ha: 0.029
Net charge: 0
SMILES: CBN

Last column: Löwdin charge in e.
CARTESIAN COORDINATES (ANGSTROEM)
C (1.1069, 0.1193, -0.0053)  -0.07
B (-0.3485, -0.6198, -0.0361)  -0.36
N (-1.4576, 0.1832, -0.0120)  0.13
H (1.6965, -0.0229, -0.7900)  -0.03
H (1.4690, -0.3158, 0.9356)  0.05
H (0.8346, 1.2925, -0.0320)  0.10
H (-0.4609, -1.8281, 0.0170)  0.06
H (-2.3961, -0.0560, 0.3081)  0.09
H (-1.5215, 1.1285, 0.0837)  0.03


Entry 5:
# CH6BN

2 unconnected molecules or ions with the total composition CH6BN at a distorted geometry (the ωB97M-V functional and the def2-TZVPD basis, the OMol25 dataset).

Output
Electronic energy in eV: -3297.6522
Gap between HOMO and LUMO in eV: 9.9
Energy relative to the best compared isomer or geometry (same formula, charge and spin) in eV: 4.297
E_LUMO in Ha: -0.008
Net charge: 0

Last column: Löwdin charge in e.
CARTESIAN COORDINATES (ANGSTROEM)
B (1.4361, 0.0530, -0.2605)  -0.25
C (-1.0918, 0.1352, -0.0591)  -0.24
N (0.2140, -0.3595, 0.2248)  -0.13
H (2.5144, -0.0975, 0.1611)  0.01
H (1.2454, 0.6719, -1.2387)  0.03
H (-1.0656, 0.4167, -1.1819)  0.10
H (-1.9660, -0.7157, 0.0315)  0.11
H (-1.5022, 0.9518, 0.6058)  0.08
H (0.2158, -1.0560, 1.7169)  0.29


Entry 6:
# CH6BaBrGaOP

A molecular structure, CH6BaBrGaOP at a distorted geometry (the ωB97M-V functional and the def2-TZVPD basis, the OMol25 dataset).

Output
Electronic energy in eV: -135572.8020
Gap between HOMO and LUMO in eV: 6.0
Energy relative to the best compared isomer or geometry (same formula, charge and spin) in eV: 1.448
E_LUMO in Ha: -0.188
Net charge: +1

Last column: Löwdin charge in e.
CARTESIAN COORDINATES (ANGSTROEM)
C (1.9248, -0.0747, -0.5240)  -0.31
Ga (0.1176, 0.4380, 0.3499)  0.06
P (-1.5499, -0.7364, -0.8389)  0.33
O (-2.6628, 0.4564, -1.4494)  -0.46
Br (-2.6536, -2.1052, 0.5994)  0.11
H (1.8382, -1.0647, -1.1838)  0.04
H (2.8039, -0.2682, 0.2277)  -0.01
H (2.2196, 0.7909, -1.2745)  0.05
H (-0.1217, 2.0215, 0.0862)  -0.06
H (0.0608, 0.2232, 1.9350)  -0.46
H (-2.6884, 1.2575, -0.8391)  0.05
Ba (0.7116, -0.9384, 2.9116)  1.66


Entry 7:
# CH6BrPSi2

A single CH6BrPSi2 molecule at a distorted geometry (the ωB97M-V functional and the def2-TZVPD basis, the OMol25 dataset).

Output
Electronic energy in eV: -96218.5969
Gap between HOMO and LUMO in eV: 8.0
Energy relative to the best compared isomer or geometry (same formula, charge and spin) in eV: 0.685
E_LUMO in Ha: -0.039
Net charge: 0
SMILES: [SiH3]C([SiH3])=PBr

Last column: Löwdin charge in e.
CARTESIAN COORDINATES (ANGSTROEM)
Si (-1.1306, -0.5862, -1.2490)  0.45
C (0.0865, 0.3677, -0.2320)  -0.99
Si (0.4221, -0.1469, 1.6011)  0.53
P (0.8385, 1.7999, -1.0728)  0.44
Br (2.6794, 2.3447, 0.1136)  0.08
H (-2.5678, -0.1492, -1.5857)  -0.07
H (-0.7363, -0.5504, -2.6156)  -0.11
H (-1.0392, -1.8064, -0.4596)  -0.08
H (1.2090, 0.7936, 2.3123)  -0.11
H (1.1084, -1.3738, 1.2351)  -0.07
H (-0.8700, -0.6931, 1.9526)  -0.08


Entry 8:
# CH6ClN2S

2 unconnected molecules or ions with the total composition CH6ClN2S at a distorted geometry (the ωB97M-V functional and the def2-TZVPD basis, the OMol25 dataset).

Output
Electronic energy in eV: -27461.7247
Gap between HOMO and LUMO (alpha / beta) in eV: 6.6 / 6.6
Energy relative to the best compared isomer or geometry (same formula, charge and spin) in eV: 1.247
E_LUMO (alpha / beta) in Ha: -0.271 / -0.271
Net charge: +1

Last column: Löwdin charge in e.
CARTESIAN COORDINATES (ANGSTROEM)
C (-0.2289, 0.0560, 0.0476)  -0.45
N (-0.9413, -0.1889, 1.1655)  -0.36
N (0.6014, -1.0535, -0.2305)  0.07
S (-2.4698, -0.0912, 1.3304)  1.11
Cl (2.2175, 1.2935, -1.8348)  0.40
H (0.5069, 0.7415, 0.4198)  0.14
H (-0.6153, 0.4831, -0.8434)  0.12
H (1.4221, -0.8375, -0.8779)  0.07
H (0.8437, -1.6688, 0.4815)  0.08
H (1.1673, 1.7370, -2.4180)  -0.20
H (-2.5036, -0.4712, 2.7597)  0.04


Entry 9:
# CH6F2Fe2O6

A molecular structure, CH6F2Fe2O6 at a distorted geometry (the ωB97M-V functional and the def2-TZVPD basis, the OMol25 dataset).

Output
Electronic energy in eV: -87624.4744
Gap between HOMO and LUMO (alpha / beta) in eV: 8.1 / 5.0
Expectation value of S²: 20.087
E_LUMO (alpha / beta) in Ha: -0.080 / -0.114
Net charge: 0
2S+1: 9

Last column: Löwdin spin population.
CARTESIAN COORDINATES (ANGSTROEM)
Fe (26.6885, 15.6907, 5.9407)  3.20
Fe (23.0445, 14.8467, 6.6412)  3.76
F (22.3326, 16.4826, 7.7785)  0.12
F (25.0867, 15.4763, 7.2795)  0.05
C (24.2285, 15.6089, 4.3258)  0.03
O (25.2805, 16.2255, 4.3944)  0.25
O (23.2450, 15.8929, 4.9339)  0.22
O (24.2283, 14.4925, 3.9610)  0.37
O (24.5688, 18.2604, 8.4243)  0.00
H (24.7862, 17.3324, 8.5123)  0.00
H (25.3863, 18.7181, 8.6204)  0.00
O (26.5779, 16.4609, 9.5161)  0.00
H (27.2745, 15.8504, 9.7575)  0.00
H (25.9271, 15.9184, 9.0706)  0.00
O (26.2649, 13.6450, 8.9813)  0.00
H (25.7261, 14.1041, 8.3371)  0.00
H (25.8963, 12.7624, 9.0172)  0.00


Entry 10:
# CH6IN4

A molecular structure, CH6IN4 at a distorted geometry (the ωB97M-V functional and the def2-TZVPD basis, the OMol25 dataset).

Output
Electronic energy in eV: -15185.1444
Gap between HOMO and LUMO in eV: 9.1
Energy relative to the best compared isomer or geometry (same formula, charge and spin) in eV: 1.857
E_LUMO in Ha: -0.154
Net charge: +1

Last column: Löwdin charge in e.
CARTESIAN COORDINATES (ANGSTROEM)
C (0.2365, -0.0571, 0.1669)  -0.27
N (0.4261, -1.3083, -0.0954)  0.20
N (-0.7850, 0.7415, 0.2124)  0.01
N (1.7522, 0.9832, 0.0795)  -0.54
N (-1.9792, 0.0710, 0.3685)  0.04
I (3.5260, 0.1024, 0.2417)  0.91
H (1.3900, -1.5450, -0.1432)  0.02
H (-0.6780, 1.6939, -0.0520)  0.17
H (1.6616, 1.3164, -0.8861)  -0.01
H (-2.8872, 0.5562, 0.4937)  0.14
H (-2.1741, -0.6775, -0.3633)  0.13
H (-0.4890, -1.8767, -0.0228)  0.18


Entry 11:
# CH6N

2 unconnected molecules or ions with the total composition CH6N at a distorted geometry (the ωB97M-V functional and the def2-TZVPD basis, the OMol25 dataset).

Output
Electronic energy in eV: -2613.4298
Gap between HOMO and LUMO in eV: 8.1
Energy relative to the best compared isomer or geometry (same formula, charge and spin) in eV: 3.995
E_LUMO in Ha: -0.308
Net charge: +1

Last column: Löwdin charge in e.
CARTESIAN COORDINATES (ANGSTROEM)
C (1.5080, 0.2980, -0.3533)  0.48
N (-1.1214, -0.3502, 0.2765)  0.12
H (1.7185, 0.0128, 0.6331)  0.05
H (1.2442, -0.1994, -1.2083)  0.03
H (0.9220, 1.2733, -0.4415)  0.09
H (-1.4766, -1.1907, -0.1514)  0.06
H (-1.5945, 0.4255, -0.1126)  0.03
H (-1.2002, -0.2692, 1.3575)  0.13


Entry 12:
# CH6N2O

A single CH6N2O molecule at a distorted geometry (the ωB97M-V functional and the def2-TZVPD basis, the OMol25 dataset).

Output
Electronic energy in eV: -6157.7183
Gap between HOMO and LUMO in eV: 10.3
Energy relative to the best compared isomer or geometry (same formula, charge and spin) in eV: 4.778
E_LUMO in Ha: 0.039
Net charge: 0
SMILES: CNON

Last column: Löwdin charge in e.
CARTESIAN COORDINATES (ANGSTROEM)
C (-1.2451, 0.1356, -0.2612)  -0.11
N (0.1269, 0.7642, -0.1255)  -0.19
O (1.2614, 0.0775, -0.5508)  -0.27
N (2.1762, -0.1822, 0.5517)  0.02
H (-1.9901, 0.9632, -0.5802)  0.10
H (-1.1578, -0.6338, -1.0624)  0.07
H (-1.4512, -0.4249, 0.7439)  0.09
H (0.0443, 1.6430, -0.8053)  0.14
H (1.5748, -0.1037, 1.3916)  0.08
H (2.8603, 0.5406, 0.3130)  0.07